Density functional theory data (wB97M-V/def2-TZVPD) for a 10-piece molecular cluster, C63H143N3O24 overall.

Results
- Kohn-Sham gap (Ha) = 0.3333
- SMILES = CC1(C)CCCC(C)(C)N1O.CC1(C)CCCC(C)(C)N1O.COCCOCCOC.COCCOCCOC.COCCOCCOC.COCCOCCOC.COCCOCCOC.COCCOCCOC.COCCOCCOC.CN(C)C=O
- calculated total energy (eV) = -121242.492
- energy above the lowest of the compared OMol25 structures with the same formula, charge and spin (kcal per mole) = 5.66

```
233
Properties=species:S:1:pos:R:3:lowdin_charge:R:1
C 6.311 4.244 2.513 -0.025
C 5.180 3.903 3.483 -0.473
C 5.345 2.456 3.851 -0.039
C 5.254 4.821 4.710 -0.112
C 4.705 6.214 4.409 -0.153
C 3.241 6.104 3.871 -0.145
C 3.209 5.313 2.601 -0.521
C 1.689 5.213 2.325 -0.039
C 3.904 6.076 1.434 -0.011
N 3.738 3.974 2.938 -0.069
O 3.616 3.077 1.895 -0.060
H 6.491 5.294 2.394 0.066
H 7.289 3.767 2.806 0.112
H 6.083 3.918 1.556 0.036
H 5.424 1.878 2.908 0.096
H 6.286 2.268 4.259 0.065
H 4.510 2.042 4.466 0.089
H 4.602 4.318 5.438 0.126
H 6.214 4.789 5.075 0.091
H 4.747 6.893 5.216 0.091
H 5.192 6.796 3.622 0.086
H 2.892 7.146 3.647 0.144
H 2.615 5.554 4.596 0.114
H 1.348 4.480 1.540 0.089
H 1.315 6.161 1.922 0.085
H 1.160 5.032 3.235 0.029
H 4.297 5.325 0.714 0.081
H 4.818 6.610 1.891 0.080
H 3.289 6.830 0.930 0.079
H 3.123 2.282 2.175 0.087
C -3.641 -0.189 7.472 -0.024
C -3.930 0.240 6.002 -0.510
C -2.727 -0.069 5.118 -0.026
C -5.191 -0.543 5.534 -0.156
C -5.764 -0.096 4.239 -0.190
C -6.108 1.429 4.300 -0.127
C -4.932 2.259 4.747 -0.516
C -3.856 2.413 3.651 -0.032
C -5.450 3.652 5.067 -0.035
N -4.335 1.656 5.991 -0.058
O -3.165 2.416 6.277 -0.081
H -3.294 -1.250 7.496 0.092
H -2.836 0.461 7.846 0.082
H -4.564 -0.191 8.041 0.073
H -3.038 -0.109 4.108 0.035
H -1.937 0.752 5.226 0.101
H -2.328 -1.038 5.392 0.083
H -4.978 -1.640 5.388 0.142
H -5.935 -0.324 6.310 0.121
H -5.042 -0.293 3.391 0.115
H -6.687 -0.619 4.016 0.105
H -6.837 1.625 5.057 0.104
H -6.435 1.742 3.278 0.139
H -4.102 3.228 2.906 0.103
H -3.565 1.533 3.066 0.065
H -2.947 2.677 4.187 0.054
H -6.291 3.596 5.737 0.079
H -5.745 4.239 4.200 0.088
H -4.640 4.201 5.548 0.082
H -3.425 2.843 7.097 0.114
C 2.801 -0.175 3.371 -0.153
O 2.054 0.949 3.213 -0.225
C 1.454 1.330 4.434 -0.164
C 0.592 2.590 4.506 -0.163
O 0.217 2.795 5.837 -0.153
C -0.423 3.981 6.103 -0.220
C -0.130 4.148 7.575 -0.163
O -0.917 5.102 8.315 -0.194
C -0.221 6.277 8.729 -0.108
H 3.237 -0.505 2.380 0.098
H 2.219 -1.050 3.756 0.104
H 3.614 -0.023 4.158 0.103
H 2.275 1.326 5.207 0.137
H 0.833 0.469 4.719 0.125
H -0.298 2.412 3.911 0.126
H 1.139 3.521 4.237 0.097
H -1.416 3.921 5.735 0.100
H 0.099 4.806 5.519 0.136
H 0.941 4.364 7.705 0.133
H -0.478 3.187 7.953 0.128
H -0.952 6.811 9.297 0.075
H -0.034 6.870 7.808 0.092
H 0.735 6.150 9.252 0.088
C -1.927 3.245 -0.912 -0.098
O -2.618 3.423 -2.127 -0.174
C -2.659 2.269 -2.934 -0.196
C -2.075 2.497 -4.309 -0.203
O -2.950 3.063 -5.241 -0.134
C -2.372 3.014 -6.514 -0.228
C -3.239 3.736 -7.541 -0.191
O -4.211 2.864 -8.084 -0.177
C -5.271 2.366 -7.264 -0.074
H -2.630 2.955 -0.158 0.078
H -1.436 4.188 -0.710 0.080
H -1.050 2.550 -0.999 0.087
H -3.720 1.883 -2.853 0.153
H -2.074 1.482 -2.505 0.091
H -1.812 1.515 -4.629 0.087
H -1.186 3.200 -4.159 0.151
H -2.227 1.939 -6.817 0.127
H -1.396 3.586 -6.495 0.141
H -2.575 3.953 -8.362 0.115
H -3.579 4.709 -7.065 0.150
H -5.591 1.383 -7.614 0.090
H -6.107 3.011 -7.367 0.075
H -5.002 2.286 -6.266 0.051
C -3.827 -0.812 -5.879 -0.149
O -3.446 -2.049 -5.418 -0.147
C -2.936 -1.918 -4.098 -0.201
C -2.416 -3.272 -3.656 -0.194
O -3.509 -4.142 -3.388 -0.141
C -3.375 -5.516 -3.842 -0.130
C -4.721 -5.918 -4.464 -0.228
O -4.642 -7.253 -4.795 -0.184
C -5.835 -7.782 -5.346 -0.100
H -3.115 0.019 -5.798 0.067
H -4.619 -0.422 -5.285 0.073
H -4.187 -0.857 -6.927 0.105
H -3.669 -1.438 -3.375 0.148
H -2.059 -1.262 -4.062 0.093
H -1.796 -3.150 -2.768 0.090
H -1.725 -3.609 -4.413 0.122
H -3.065 -6.143 -3.043 0.111
H -2.578 -5.564 -4.548 0.109
H -5.033 -5.263 -5.324 0.146
H -5.505 -5.735 -3.726 0.103
H -6.734 -7.454 -4.799 0.092
H -5.691 -8.843 -5.330 0.075
H -5.888 -7.551 -6.437 0.097
C 7.555 1.859 -0.898 -0.119
O 6.424 1.064 -0.888 -0.199
C 5.193 1.734 -0.750 -0.197
C 4.142 0.754 -1.076 -0.161
O 4.075 -0.290 -0.087 -0.138
C 3.559 -1.458 -0.677 -0.177
C 3.710 -2.607 0.299 -0.208
O 2.548 -2.850 1.015 -0.216
C 2.554 -3.966 1.873 -0.105
H 8.378 1.255 -1.302 0.090
H 7.862 2.164 0.151 0.101
H 7.441 2.752 -1.518 0.086
H 5.190 2.526 -1.538 0.140
H 4.953 2.262 0.147 0.095
H 4.532 0.223 -1.932 0.122
H 3.176 1.214 -1.274 0.105
H 4.224 -1.695 -1.527 0.120
H 2.543 -1.346 -0.974 0.104
H 4.556 -2.318 0.899 0.095
H 3.969 -3.571 -0.187 0.113
H 2.772 -4.889 1.284 0.088
H 1.515 -3.879 2.254 0.095
H 3.355 -4.009 2.711 0.112
C 2.396 -2.313 -6.057 -0.129
O 2.068 -1.188 -6.827 -0.177
C 0.805 -0.575 -6.496 -0.173
C 0.918 0.914 -6.645 -0.197
O 1.830 1.548 -5.807 -0.099
C 1.603 1.558 -4.429 -0.187
C 1.911 2.873 -3.786 -0.179
O 2.043 2.603 -2.408 -0.223
C 2.030 3.781 -1.728 -0.144
H 1.653 -3.147 -6.118 0.099
H 2.414 -2.135 -4.948 0.089
H 3.370 -2.671 -6.352 0.076
H 0.613 -0.866 -5.469 0.100
H 0.018 -1.069 -7.098 0.141
H -0.073 1.292 -6.598 0.084
H 1.274 1.137 -7.658 0.142
H 2.296 0.858 -4.055 0.117
H 0.589 1.138 -4.197 0.129
H 1.126 3.657 -3.925 0.126
H 2.803 3.314 -4.168 0.127
H 1.075 4.313 -1.942 0.096
H 2.822 4.439 -2.024 0.084
H 2.163 3.642 -0.623 0.092
C 6.973 -2.037 0.372 -0.120
O 6.740 -3.135 -0.523 -0.183
C 7.127 -2.748 -1.863 -0.173
C 6.628 -3.778 -2.874 -0.182
O 5.241 -3.711 -2.713 -0.171
C 4.380 -4.512 -3.540 -0.136
C 3.059 -4.471 -2.787 -0.220
O 2.119 -5.377 -3.314 -0.174
C 0.864 -5.230 -2.709 -0.097
H 6.602 -2.257 1.387 0.082
H 6.543 -1.011 0.105 0.091
H 8.082 -1.930 0.520 0.095
H 8.172 -2.723 -1.919 0.100
H 6.687 -1.733 -2.084 0.138
H 6.949 -4.834 -2.610 0.148
H 6.931 -3.596 -3.874 0.112
H 4.660 -5.582 -3.510 0.141
H 4.272 -4.160 -4.514 0.092
H 2.637 -3.467 -2.724 0.113
H 3.365 -4.659 -1.731 0.121
H 0.444 -4.201 -2.796 0.089
H 1.008 -5.497 -1.660 0.085
H 0.288 -6.026 -3.168 0.090
C -1.972 -5.710 1.071 -0.064
O -1.975 -4.268 1.129 -0.217
C -3.150 -3.594 1.518 -0.178
C -4.258 -3.578 0.457 -0.174
O -4.873 -4.847 0.338 -0.150
C -5.882 -4.859 -0.663 -0.176
C -6.413 -6.260 -0.830 -0.254
O -5.434 -7.056 -1.368 -0.197
C -5.897 -8.413 -1.525 -0.074
H -0.975 -5.944 0.722 0.073
H -2.757 -6.039 0.338 0.090
H -2.199 -6.233 2.047 0.101
H -2.825 -2.629 1.696 0.077
H -3.561 -4.043 2.422 0.132
H -3.989 -3.225 -0.571 0.136
H -5.055 -2.949 0.727 0.098
H -5.509 -4.520 -1.641 0.112
H -6.625 -4.036 -0.370 0.148
H -7.201 -6.278 -1.588 0.121
H -6.837 -6.717 0.068 0.128
H -6.859 -8.373 -2.054 0.080
H -6.131 -8.883 -0.513 0.107
H -5.166 -8.976 -2.088 0.085
C 0.600 0.130 0.580 -0.042
N 0.052 -0.764 -0.409 -0.138
C -0.598 -1.962 0.061 -0.026
C 0.092 -0.582 -1.729 -0.392
O -0.262 -1.306 -2.595 0.036
H -0.124 0.374 1.331 0.080
H 0.919 1.128 0.274 0.090
H 1.479 -0.271 1.107 0.071
H -1.419 -2.277 -0.538 0.072
H 0.045 -2.787 0.145 0.074
H -1.125 -1.780 0.991 0.082
H 0.711 0.354 -1.838 0.130
```

Density functional theory data (wB97M-V/def2-TZVPD) for a 21-piece molecular cluster, C63H147N21O21 overall.

Results
- Kohn-Sham gap (Ha) = 0.3149
- calculated total energy (eV) = -142016.580
- energy above the lowest of the compared OMol25 structures with the same formula, charge and spin (kcal per mole) = 0.00

```
252
Properties=species:S:1:pos:R:3:lowdin_charge:R:1
C 24.530 19.682 12.138 0.002
C 23.568 19.398 13.286 -0.472
O 22.416 18.975 13.041 -0.045
N 23.941 19.614 14.562 0.048
C 25.223 20.181 15.007 -0.049
H 24.628 20.744 11.921 0.087
H 24.013 19.334 11.226 0.091
H 25.501 19.215 12.194 0.074
H 23.274 19.358 15.292 0.094
H 25.926 20.156 14.144 0.081
H 25.702 19.654 15.855 0.089
H 25.077 21.220 15.287 0.058
C 19.134 19.512 12.663 0.013
C 19.139 19.580 14.141 -0.566
O 18.112 19.738 14.846 -0.049
N 20.337 19.631 14.658 0.055
C 20.543 19.748 16.102 -0.032
H 18.411 18.718 12.365 0.106
H 20.078 19.482 12.163 0.067
H 18.606 20.356 12.309 0.072
H 21.141 19.484 14.043 0.072
H 21.444 20.337 16.197 0.077
H 20.681 18.775 16.585 0.061
H 19.708 20.320 16.533 0.082
C 24.115 10.557 23.167 -0.002
C 22.816 9.791 23.427 -0.554
O 22.982 8.650 23.873 0.009
N 21.674 10.362 23.091 0.031
C 20.398 9.734 23.378 -0.062
H 23.868 11.554 22.807 0.020
H 24.692 10.014 22.406 0.089
H 24.803 10.729 24.005 0.085
H 21.672 11.370 22.976 0.084
H 20.479 8.669 23.224 0.081
H 19.643 10.145 22.687 0.073
H 20.024 9.866 24.388 0.070
C 17.011 14.208 25.303 0.009
C 16.891 12.863 24.686 -0.574
O 17.176 12.640 23.514 0.029
N 16.476 11.841 25.431 0.013
C 16.554 10.450 24.999 -0.062
H 16.286 14.331 26.140 0.094
H 16.795 14.864 24.448 0.091
H 18.000 14.381 25.670 0.045
H 16.142 12.024 26.335 0.111
H 16.089 10.261 24.006 0.090
H 16.065 9.792 25.757 0.094
H 17.604 10.135 24.839 0.073
C 16.483 19.900 17.285 0.026
C 16.334 19.648 18.731 -0.524
O 17.287 19.256 19.434 -0.042
N 15.136 19.862 19.302 0.025
C 14.813 19.638 20.711 -0.051
H 16.089 20.882 17.113 0.095
H 15.925 19.176 16.705 0.063
H 17.517 19.871 16.927 0.065
H 14.367 20.167 18.713 0.147
H 15.100 20.501 21.324 0.055
H 15.300 18.757 21.109 0.067
H 13.734 19.588 20.818 0.092
C 18.728 12.313 20.835 -0.012
C 18.505 12.609 19.389 -0.506
O 19.065 11.979 18.473 -0.003
N 17.624 13.620 19.055 0.027
C 17.151 13.826 17.704 -0.071
H 19.624 11.692 20.939 0.067
H 17.903 11.627 21.096 0.094
H 18.682 13.142 21.528 0.059
H 17.106 14.089 19.798 0.122
H 16.308 14.489 17.761 0.042
H 16.800 12.873 17.228 0.110
H 17.895 14.216 17.009 0.051
C 17.330 19.877 23.541 0.026
C 17.981 21.205 23.824 -0.571
O 19.122 21.277 24.197 0.042
N 17.226 22.283 23.689 0.030
C 15.935 22.362 23.035 -0.070
H 18.043 19.092 23.786 0.064
H 17.064 19.768 22.487 0.071
H 16.408 19.700 24.138 0.088
H 17.734 23.153 23.710 0.145
H 15.302 23.173 23.442 0.098
H 15.374 21.443 23.213 0.051
H 16.061 22.480 21.951 0.080
C 21.252 19.427 26.837 -0.002
C 21.300 18.441 25.717 -0.576
O 21.709 17.276 25.976 -0.023
N 20.979 18.890 24.564 0.061
C 20.995 18.016 23.395 -0.027
H 21.972 20.225 26.845 0.081
H 21.409 18.843 27.747 0.084
H 20.304 19.967 26.873 0.079
H 20.374 19.702 24.487 0.099
H 20.567 18.569 22.526 0.096
H 20.286 17.242 23.525 0.039
H 21.954 17.520 23.217 0.088
C 17.941 16.299 15.177 0.020
C 16.451 16.457 15.198 -0.544
O 15.757 15.531 15.595 0.016
N 15.891 17.621 14.766 0.012
C 14.445 17.934 14.881 -0.061
H 18.222 15.296 14.814 0.088
H 18.244 16.467 16.222 0.076
H 18.540 17.061 14.652 0.063
H 16.549 18.409 14.632 0.094
H 14.105 17.847 15.924 0.064
H 13.955 17.222 14.231 0.082
H 14.265 18.982 14.659 0.081
C 20.665 12.966 15.907 0.015
C 19.737 12.371 14.861 -0.552
O 19.458 12.940 13.832 0.017
N 19.309 11.137 15.126 0.012
C 18.324 10.408 14.361 -0.072
H 20.108 13.567 16.664 0.066
H 21.441 13.600 15.465 0.075
H 21.048 12.148 16.504 0.072
H 19.350 10.754 16.072 0.135
H 17.978 11.069 13.579 0.072
H 17.413 10.052 14.935 0.104
H 18.827 9.553 13.917 0.077
C 20.485 14.058 24.462 0.014
C 21.868 14.130 23.857 -0.432
O 22.223 13.196 23.062 -0.056
N 22.683 15.179 24.155 0.026
C 24.017 15.274 23.580 -0.064
H 19.911 14.758 23.855 0.067
H 20.303 14.483 25.459 0.081
H 20.056 13.077 24.392 0.073
H 22.445 15.841 24.911 0.094
H 24.671 14.415 23.834 0.094
H 24.396 16.213 23.971 0.084
H 24.024 15.346 22.488 0.067
C 15.414 18.646 28.925 0.016
C 16.189 17.839 27.998 -0.562
O 15.693 17.134 27.117 0.002
N 17.526 17.756 28.154 0.027
C 18.300 16.965 27.171 -0.044
H 14.578 18.086 29.312 0.101
H 14.913 19.346 28.269 0.063
H 15.963 19.238 29.658 0.095
H 18.048 18.449 28.665 0.131
H 19.369 17.138 27.392 0.080
H 17.955 17.282 26.175 0.088
H 18.070 15.887 27.316 0.081
C 22.772 16.239 15.887 0.031
C 23.192 17.006 17.134 -0.519
O 23.144 18.227 17.047 -0.025
N 23.549 16.291 18.224 0.049
C 24.008 16.946 19.412 -0.050
H 23.261 16.556 14.982 0.074
H 21.681 16.391 15.931 0.092
H 23.139 15.237 16.011 0.064
H 23.531 15.283 18.145 0.072
H 24.275 17.961 19.143 0.076
H 24.870 16.415 19.808 0.072
H 23.269 16.977 20.187 0.062
C 22.726 24.339 17.502 -0.007
C 23.728 23.200 17.495 -0.531
O 24.552 23.118 16.565 -0.010
N 23.632 22.285 18.490 0.012
C 24.500 21.150 18.591 -0.085
H 21.995 24.158 16.697 0.085
H 23.265 25.270 17.310 0.079
H 22.168 24.390 18.465 0.076
H 22.775 22.236 19.041 0.065
H 24.429 20.372 17.826 0.052
H 24.317 20.641 19.537 0.073
H 25.536 21.539 18.613 0.098
C 21.789 12.904 19.642 0.021
C 23.262 13.165 19.428 -0.546
O 23.672 13.561 18.338 -0.003
N 24.025 13.125 20.497 0.038
C 25.456 13.365 20.389 -0.058
H 21.740 11.852 19.384 0.100
H 21.349 13.397 18.797 0.057
H 21.317 13.165 20.578 0.062
H 23.547 12.996 21.400 0.094
H 25.808 14.392 20.274 0.069
H 25.852 12.660 19.677 0.086
H 25.880 13.076 21.373 0.087
C 17.869 16.688 21.996 0.008
C 18.983 16.290 21.008 -0.514
O 19.914 15.544 21.377 0.008
N 18.944 16.891 19.808 0.059
C 19.964 16.424 18.832 -0.047
H 18.276 16.838 22.989 0.055
H 17.129 15.874 21.958 0.065
H 17.384 17.594 21.665 0.044
H 18.205 17.461 19.430 0.085
H 20.894 16.378 19.326 0.044
H 19.950 17.033 17.919 0.073
H 19.745 15.425 18.439 0.071
C 21.586 12.575 11.444 -0.003
C 21.847 14.057 11.281 -0.555
O 22.812 14.502 10.687 0.029
N 20.964 14.851 11.987 0.036
C 21.332 16.307 12.253 -0.058
H 22.306 12.220 12.185 0.092
H 21.887 12.061 10.545 0.076
H 20.590 12.366 11.716 0.042
H 20.280 14.394 12.559 0.069
H 22.415 16.363 12.541 0.082
H 20.639 16.780 12.936 0.047
H 21.174 16.955 11.385 0.072
C 12.927 13.134 25.040 -0.001
C 11.655 13.689 24.405 -0.544
O 11.587 14.880 24.174 0.030
N 10.663 12.786 24.139 -0.001
C 9.329 13.212 23.818 -0.081
H 12.812 12.478 25.896 0.074
H 13.578 13.971 25.278 0.067
H 13.525 12.591 24.283 0.087
H 10.869 11.852 24.441 0.129
H 9.338 14.253 23.489 0.085
H 8.722 13.177 24.721 0.078
H 8.804 12.522 23.118 0.092
C 14.861 16.710 18.882 0.005
C 14.333 15.879 20.050 -0.472
O 15.110 15.601 20.993 -0.003
N 13.008 15.498 19.929 0.005
C 12.429 14.788 21.035 -0.085
H 15.007 16.062 18.009 0.069
H 15.779 17.170 19.235 0.058
H 14.219 17.569 18.702 0.070
H 12.550 15.554 19.034 0.138
H 11.637 14.132 20.727 0.077
H 12.091 15.520 21.799 0.083
H 13.245 14.132 21.420 0.096
C 18.878 22.192 20.067 0.002
C 20.147 21.418 19.884 -0.518
O 21.181 22.063 19.681 0.003
N 20.070 20.063 19.908 0.061
C 21.346 19.306 19.755 -0.053
H 19.023 22.946 20.857 0.087
H 18.002 21.539 20.264 0.065
H 18.709 22.915 19.265 0.088
H 19.178 19.534 19.807 0.097
H 22.101 19.713 20.421 0.081
H 21.728 19.318 18.728 0.067
H 21.154 18.288 20.107 0.050
C 14.517 17.355 23.950 0.024
C 14.008 18.722 24.328 -0.567
O 13.639 19.514 23.482 0.020
N 13.967 19.015 25.651 0.036
C 13.347 20.272 26.106 -0.058
H 15.407 17.386 23.318 0.061
H 13.707 16.934 23.315 0.092
H 14.667 16.712 24.812 0.061
H 14.301 18.339 26.308 0.071
H 14.023 21.112 26.017 0.071
H 13.089 20.200 27.163 0.075
H 12.508 20.514 25.454 0.084
```

> Which value of energy above the lowest of the compared OMol25 structures with the same formula, charge and spin does entry 1 give?

5.66 kcal per mole

> calculated total energy of number 2 (C63H147N21O21)?

-142016.580 eV